1.
Below is a cluster of 2 separate species, C5H13NO2 in total in a non-equilibrium geometry, with properties calculated with ωB97M-V with the def2-TZVPD basis set.

SMILES: C=CCCNCO.O
Energy above the lowest of the compared OMol25 structures with the same formula, charge and spin, kJ/mol: 255.8
Largest force on an atom, hartree/bohr: 0.06568
Calculated total energy, Eh: -403.47920
Frontier orbital gap, Eh: 0.3507

Each line ends with the Mulliken charge.
Element x y z (Å)
C -1.380124 -1.680876 -1.256671  -0.874
C -1.960906 -0.576301 -0.813021  -0.040
C -1.894165 -0.017012 0.575031  -0.532
C -0.616103 0.056104 1.439520  -0.670
N 0.583906 0.594221 0.820147  -0.321
C 1.538013 -0.389796 0.369333  -0.100
O 2.301901 -0.884547 1.464878  -0.564
H -1.463495 -2.066969 -2.250981  0.291
H -0.838132 -2.260067 -0.530817  0.235
H -2.504506 0.017886 -1.553773  0.341
H -2.731163 -0.408183 1.171840  0.339
H -2.180584 1.092646 0.436259  0.266
H -0.430534 -1.036279 1.661339  0.361
H -0.833038 0.752686 2.243834  0.334
H 0.449214 1.203214 0.009849  0.242
H 1.013192 -1.271194 -0.051992  0.029
H 2.294001 -0.122251 -0.370359  0.340
H 2.482044 -0.080144 1.973068  0.335
O 0.772172 2.331074 -2.098489  -0.647
H 1.637798 2.371575 -2.514819  0.316
H 0.256056 1.773247 -2.695437  0.321

Force components x, y, z for each atom (eV/Å):
C -0.06 0.07 0.97
C 0.41 -0.02 -0.87
C -1.01 3.22 -0.22
C -0.17 -1.69 -1.29
N 1.18 0.34 -1.58
C -0.12 -1.86 0.35
O -0.20 0.26 0.38
H -0.07 0.02 -0.41
H 0.31 -0.46 -0.03
H -0.08 -0.07 0.35
H 0.30 -0.08 0.03
H 0.17 -1.42 0.20
H 0.27 1.39 0.86
H -0.26 -0.80 0.67
H -0.50 0.16 0.50
H 0.35 0.18 0.23
H -0.60 1.09 -0.32
H 0.11 -0.27 0.12
O -0.15 -0.22 -0.14
H 0.10 0.06 0.05
H 0.02 0.09 0.15

2.
Below is a cluster of 3 separate species, C5H13NO2 in total in a non-equilibrium geometry, with properties calculated with ωB97M-V with the def2-TZVPD basis set.

SMILES: C=C/C(C)=C/N.O.O
Energy above the lowest of the compared OMol25 structures with the same formula, charge and spin, kJ/mol: 205.8
Largest force on an atom, hartree/bohr: 0.03371
Calculated total energy, Eh: -403.49824
Frontier orbital gap, Eh: 0.3189

Each line ends with the Mulliken charge.
Element x y z (Å)
C 1.318095 -2.483155 -0.115239  -0.900
C 1.504932 -1.219579 0.271646  -0.313
C 0.484020 -0.352478 0.868424  0.896
C 0.778142 1.128476 0.834002  -1.430
C -0.739788 -0.767929 1.204530  -0.309
N -1.886274 0.046183 1.391495  -0.508
H 0.381375 -2.977522 -0.056461  0.263
H 2.206468 -2.931607 -0.532486  0.245
H 2.410759 -0.736525 -0.024669  0.328
H 1.533314 1.396672 1.574895  0.375
H -0.050140 1.804113 1.000848  0.306
H 1.265248 1.385511 -0.103220  0.342
H -0.973161 -1.813759 1.346660  0.348
H -1.795857 0.879182 1.951805  0.186
H -2.661756 -0.539882 1.649673  0.201
O -1.903999 0.924776 -1.407399  -0.748
H -1.574292 0.573966 -0.556841  0.349
H -1.814615 1.878189 -1.282549  0.345
O 0.841368 1.274158 -2.526770  -0.654
H 0.633746 1.535136 -3.424021  0.290
H 0.042415 0.996074 -2.064324  0.388

Force components x, y, z for each atom (eV/Å):
C 1.34 1.10 0.03
C -1.07 -0.55 0.17
C -0.64 0.97 -0.35
C 0.94 -0.09 -0.06
C -0.08 -0.05 0.43
N 0.49 -0.51 0.04
H -0.48 -0.59 0.14
H -0.31 -0.61 -0.27
H 0.68 0.21 0.27
H 0.00 -0.13 0.29
H -0.37 -0.06 -0.06
H -0.18 0.13 -0.29
H 0.13 -0.20 -0.42
H 0.00 -0.08 0.10
H -0.26 0.39 0.24
O 0.62 0.20 0.21
H -0.57 -0.05 -0.20
H -0.18 -0.05 -0.14
O 0.80 0.09 0.37
H -0.40 -0.11 0.01
H -0.44 -0.02 -0.51